Entry 1:
Here is C36H28N8O5STi as an isolated structure from OMol25. Energies are from wB97M-V/def2-TZVPD.

ORCA input file:
```
! wB97M-V def2-TZVPD RIJCOSX def2/J DEFGRID3
* xyz -2 3
Ti 0.16333 0.03914 0.19228
O -4.92254 -2.08657 1.49143
C -5.17651 -1.19964 0.50984
C -6.49719 -1.05711 0.08289
C -6.81135 -0.16561 -0.92777
C -5.81780 0.59777 -1.52940
C -4.50672 0.46497 -1.10328
C -4.16757 -0.42183 -0.08578
C -2.74868 -0.50595 0.34315
O -1.90751 0.30490 -0.13007
N -2.45160 -1.43576 1.23851
N -1.11429 -1.36783 1.55701
C -0.72789 -2.14212 2.49523
C 0.61455 -2.13797 3.04493
C 0.95240 -3.11347 3.98554
C 2.19322 -3.15301 4.59433
C 3.12325 -2.16402 4.26485
C 2.81761 -1.18135 3.35003
C 1.56260 -1.13465 2.69022
O 1.34121 -0.21377 1.81617
H -3.93168 -2.05853 1.63948
H -7.25678 -1.66342 0.56096
H -7.84211 -0.06892 -1.25174
H -6.05951 1.28527 -2.33001
H -3.70104 1.02484 -1.55703
H -1.45100 -2.82849 2.94312
H 0.20225 -3.85862 4.23412
H 2.43392 -3.92462 5.31482
H 4.10105 -2.16677 4.73569
H 3.53180 -0.41095 3.08566
C -2.88068 3.76393 3.31679
C -2.16608 4.57848 2.44648
C -1.20663 4.05346 1.59479
C -0.93153 2.67575 1.58358
C -1.64573 1.86700 2.47926
C -2.60351 2.40002 3.32274
N 0.01142 2.10104 0.73449
N 0.85598 2.99026 0.22272
C 1.75464 2.42485 -0.64346
C 2.73265 3.26648 -1.20986
C 3.68533 2.73732 -2.06046
C 3.66975 1.37177 -2.35545
C 2.68065 0.56072 -1.80311
C 1.68955 1.03963 -0.94246
H -3.63609 4.18047 3.97287
H -2.36322 5.64580 2.42053
H -0.66117 4.69364 0.91772
H -1.42810 0.80879 2.51390
H -3.13832 1.73481 3.99168
H 2.73215 4.32066 -0.95237
H 4.44723 3.38156 -2.49013
H 4.41398 0.94665 -3.02367
H 2.68985 -0.49474 -2.07399
N 3.37085 1.40281 -6.45961
C 2.30535 0.81926 -5.73527
C 1.48829 1.61505 -4.93768
C 0.45544 1.04919 -4.21583
C 0.22019 -0.31717 -4.29523
C 1.00789 -1.11372 -5.10785
C 2.04724 -0.54520 -5.83142
S -1.04608 -1.01181 -3.26260
O -2.03777 0.01865 -3.11739
O -1.45009 -2.26769 -3.84317
N -0.31581 -1.18860 -1.83553
C 0.62949 -2.11969 -1.64222
N 1.14256 -2.00688 -0.38519
C 2.11806 -2.81771 -0.03220
C 2.61547 -3.78304 -0.89984
C 2.04321 -3.81294 -2.15957
N 1.07248 -3.00484 -2.55418
H 3.71059 2.23760 -6.00220
H 4.13771 0.75759 -6.58494
H 1.69715 2.67353 -4.83285
H -0.14937 1.65826 -3.55781
H 0.81562 -2.17715 -5.14285
H 2.67596 -1.16982 -6.45787
H 2.52147 -2.68784 0.96616
H 3.41296 -4.45283 -0.61364
H 2.39708 -4.52634 -2.90135
*
```

- ΔE to the lowest compared entry with this formula, charge and spin (kcal per mole) = 0.00
- Kohn-Sham gap (alpha / beta) (eV) = 5.006 / 6.744
- LUMO (alpha / beta) (eV) = 4.47 / 4.47
- ⟨S²⟩ = 2.0268



Entry 2:
Here is a 2-piece molecular cluster, C4H10O2 overall at a distorted geometry from OMol25. Energies are from wB97M-V/def2-TZVPD.

ORCA input file:
```
! wB97M-V def2-TZVPD RIJCOSX def2/J DEFGRID3
* xyz 0 1
C 0.16361 0.89321 -1.55299
C -0.81192 1.06092 -0.41851
C -0.07443 0.90183 0.86860
O 0.92111 1.64257 1.06773
C 0.18982 -2.59980 0.55152
O -0.36532 -1.59238 -0.18631
H 1.05260 1.47387 -1.36214
H -0.28016 1.17458 -2.49530
H -1.34043 2.03296 -0.47719
H -1.53299 0.26893 -0.41792
H -0.74034 0.91475 1.76256
H 0.24015 -0.26868 0.78378
H 0.45019 -0.14831 -1.51323
H 0.45372 -3.44409 -0.10153
H -0.45501 -2.94947 1.38038
H 1.16446 -2.31499 0.97494
*
```

- ΔE to the lowest compared entry with this formula, charge and spin (kcal per mole) = 149.89
- Kohn-Sham gap (eV) = 6.621
- LUMO (eV) = -3.29



Entry 3:
Here is a 9-piece molecular cluster, C58H61BF9NO4 overall at a distorted geometry from OMol25. Energies are from wB97M-V/def2-TZVPD.

ORCA input file:
```
! wB97M-V def2-TZVPD RIJCOSX def2/J DEFGRID3
* xyz 0 1
C -0.63529 -4.55687 3.03897
C 0.65704 -3.80216 3.25554
O 1.07329 -3.62793 4.40401
N 1.38716 -3.31566 2.17639
C 0.97030 -3.66106 0.81815
C -0.23328 -2.87543 0.24171
C -0.57011 -1.58118 0.97094
C -1.75234 -0.85271 0.26501
B -2.84022 -0.36354 1.27426
F -2.85065 0.93200 1.61711
C -3.91776 -1.27683 1.98670
O -4.58918 -2.09990 1.04268
C -5.30414 -3.17474 1.59109
O -5.04057 -4.37724 0.92019
C -3.71875 -4.50649 0.44540
C -3.38497 -5.98764 0.25468
O -2.98050 -6.26048 -1.09412
H -1.04525 -4.84065 3.99742
H -0.51223 -5.41227 2.38261
H -1.33960 -3.87337 2.56478
H 1.60209 -2.33243 2.28217
H 1.81994 -3.50684 0.16007
H 0.76074 -4.72466 0.79279
H -1.12903 -3.49033 0.15603
H 0.02448 -2.59592 -0.77927
H -0.77357 -1.72386 2.03111
H 0.27847 -0.90782 0.88576
H -2.19088 -1.47542 -0.51484
H -1.36529 0.02822 -0.24652
H -4.65287 -0.65946 2.51019
H -3.40734 -1.86817 2.75984
H -6.36794 -2.95628 1.51851
H -5.06844 -3.29860 2.65546
H -3.60628 -3.98245 -0.50467
H -2.98965 -4.06671 1.13094
H -2.55651 -6.27446 0.90114
H -4.27104 -6.56734 0.48194
H -2.30433 -5.60979 -1.28876
F 1.04672 0.28475 3.13122
C 1.36042 0.40124 4.44771
C 1.78224 1.62339 4.92914
C 2.10036 1.72974 6.27546
C 2.00115 0.62119 7.10652
C 1.57772 -0.59772 6.59272
C 1.24796 -0.71298 5.25094
H 1.85973 2.47092 4.26075
H 2.42759 2.68000 6.67524
H 2.25493 0.70835 8.15457
H 1.50475 -1.46450 7.23554
H 0.91179 -1.65408 4.82378
F 4.33984 -5.96056 1.92293
C 5.22447 -5.15556 2.54845
C 6.45250 -5.66865 2.91404
C 7.35980 -4.83610 3.55320
C 7.02693 -3.51571 3.82303
C 5.78386 -3.02377 3.44853
C 4.87313 -3.84577 2.80147
H 6.68868 -6.70253 2.70030
H 8.32880 -5.22063 3.84144
H 7.73601 -2.87139 4.32536
H 5.51973 -1.99666 3.66192
H 3.89985 -3.48505 2.49763
F 2.28144 -0.77664 -0.64140
C 2.08908 -0.01895 -1.74558
C 2.71092 -0.38017 -2.92269
C 2.50249 0.40075 -4.05018
C 1.69056 1.52464 -3.98193
C 1.07633 1.86944 -2.78473
C 1.27278 1.08903 -1.65488
H 3.34554 -1.25616 -2.95073
H 2.97747 0.13136 -4.98375
H 1.53789 2.13294 -4.86327
H 0.44786 2.74770 -2.72748
H 0.80103 1.33510 -0.71207
F -1.48114 -4.58815 -6.28376
C -2.52098 -5.36502 -5.91429
C -2.70571 -5.64354 -4.57521
C -3.77671 -6.43893 -4.19444
C -4.63794 -6.94796 -5.15819
C -4.43149 -6.65851 -6.50014
C -3.36718 -5.85681 -6.88667
H -2.01558 -5.24012 -3.84585
H -3.93467 -6.65796 -3.14920
H -5.47094 -7.57079 -4.86113
H -5.10034 -7.05784 -7.25071
H -3.19160 -5.61287 -7.92581
F 1.74670 4.75165 -1.08918
C 1.41883 5.64237 -2.04994
C 1.87353 5.43573 -3.33690
C 1.52943 6.35192 -4.32025
C 0.75000 7.45753 -4.00470
C 0.30750 7.64506 -2.70203
C 0.63845 6.72971 -1.71419
H 2.48288 4.57473 -3.56153
H 1.87206 6.20101 -5.33554
H 0.48721 8.17165 -4.77373
H -0.29676 8.50613 -2.45081
H 0.29817 6.85559 -0.69717
F 4.08191 3.65492 -4.43501
C 5.41066 3.87559 -4.32367
C 6.13728 3.11134 -3.43462
C 7.50126 3.33674 -3.32392
C 8.11174 4.31970 -4.09114
C 7.35749 5.07805 -4.97568
C 5.99400 4.85512 -5.09984
H 5.63802 2.35574 -2.84218
H 8.08804 2.74322 -2.63627
H 9.17512 4.49433 -3.99889
H 7.83061 5.84683 -5.57119
H 5.38797 5.42999 -5.78740
F -0.05006 9.02208 0.41154
C 0.21136 8.83452 1.72289
C 0.73276 9.88102 2.45542
C 0.99718 9.68534 3.80273
C 0.74621 8.45414 4.39285
C 0.22478 7.41528 3.63480
C -0.05073 7.60311 2.28840
H 0.92698 10.82991 1.97382
H 1.40047 10.49697 4.39276
H 0.95691 8.30526 5.44319
H 0.03126 6.45424 4.09144
H -0.46481 6.80773 1.68292
F -7.98191 -1.64272 1.75017
C -8.15643 -0.76322 0.73210
C -7.41078 -0.90253 -0.42100
C -7.60689 0.00481 -1.45165
C -8.52984 1.03268 -1.31502
C -9.26505 1.15284 -0.14451
C -9.08304 0.24647 0.88950
H -6.69010 -1.70273 -0.50801
H -7.03535 -0.09245 -2.36460
H -8.67567 1.73902 -2.12109
H -9.98262 1.95436 -0.03391
H -9.65039 0.31729 1.80787
*
```

- Kohn-Sham gap (eV) = 9.524
- LUMO (eV) = 0.42



Entry 4:
Here is a 4-piece molecular cluster, C12H19O15PS2 overall at a distorted geometry from OMol25. Energies are from wB97M-V/def2-TZVPD.

ORCA input file:
```
! wB97M-V def2-TZVPD RIJCOSX def2/J DEFGRID3
* xyz 0 1
C 0.94895 3.91729 -0.70495
S -0.31811 2.66992 -0.60801
O -0.88057 2.57676 -1.92205
O 0.15715 1.36892 -0.19301
C -1.67019 3.38824 0.45413
O -2.23509 4.34701 0.00277
O -2.03712 2.84618 1.62362
C -0.98802 2.23457 2.41981
P 0.45674 3.30803 2.84191
O 0.24602 4.83100 2.36401
O 1.75662 2.64350 2.17970
S 0.70235 3.29864 4.75934
H 0.44070 4.86939 -0.58715
H 1.40824 3.92802 -1.68575
H 1.73760 3.82818 0.03239
H -1.43602 1.97664 3.35934
H -0.63669 1.30385 2.00884
H -0.68789 5.04806 2.25099
H 1.53767 1.85140 1.66925
C -1.65541 -3.27271 1.72235
C -3.08649 -2.92111 2.00334
O -2.96371 -1.84379 2.94612
C -1.74792 -1.28454 2.76930
O -1.39737 -0.26228 3.27159
O -0.97884 -2.02503 1.93914
H -1.50403 -3.62534 0.71146
H -1.25928 -4.01310 2.42066
H -3.61043 -2.55743 1.12018
H -3.64646 -3.74856 2.42956
C -1.66627 -3.37925 -3.80895
C -0.66522 -4.31342 -3.16713
O -1.11362 -4.35376 -1.80749
C -2.42970 -4.03196 -1.79489
O -3.13497 -4.13481 -0.84475
O -2.83125 -3.57877 -3.00071
H -1.87029 -3.62363 -4.84777
H -1.36691 -2.33199 -3.74231
H -0.70628 -5.32208 -3.58129
H 0.35633 -3.94772 -3.22693
C 4.28626 -0.26654 -1.73936
C 3.33227 -0.12304 -0.57436
O 3.55178 1.23067 -0.16261
C 4.03945 1.91090 -1.22720
O 4.16545 3.08922 -1.26740
O 4.36238 1.07151 -2.23907
H 3.92055 -0.94388 -2.50683
H 5.28323 -0.58547 -1.42956
H 2.28697 -0.23532 -0.86865
H 3.54746 -0.81239 0.23836
*
```

- Kohn-Sham gap (eV) = 8.293
- LUMO (eV) = -0.19



Computed values of E_tot (unit: hartree) for the preceding records, in sequence: -3450.75178; -308.65929; -3526.07962; -2735.03693.